Entry from OMol25: a 23-piece molecular cluster, C67H138BF4NO22 overall (ωB97M-V/def2-TZVPD).

Each line ends with the Löwdin charge.
CARTESIAN COORDINATES (ANGSTROEM)
C -0.777 -1.440 2.053  -0.022
C -0.009 -0.513 1.122  -0.259
C -0.762 -0.083 -0.152  -0.121
O 0.181 0.753 -0.894  -0.183
C -0.456 1.641 -1.753  -0.116
N 0.365 0.694 1.940  0.218
H 0.729 0.473 2.861  0.094
H 1.094 1.249 1.470  0.108
H -0.334 1.457 2.093  0.135
H -1.746 -0.989 2.190  0.059
H -0.279 -1.760 2.993  0.086
H -0.968 -2.340 1.457  0.079
H 0.938 -0.961 0.756  0.128
H -1.701 0.419 0.024  0.095
H -1.103 -0.960 -0.684  0.103
H -1.378 2.076 -1.351  0.052
H -0.693 1.068 -2.650  0.083
H 0.256 2.438 -2.063  0.098
B 0.872 1.246 5.013  -1.369
F 1.403 2.226 4.210  0.152
F 1.138 0.000 4.497  0.130
F 1.444 1.328 6.287  0.121
F -0.528 1.453 5.164  0.098
C -4.629 0.654 -1.200  -0.008
C -4.621 2.023 -1.814  -0.476
O -3.660 2.322 -2.503  0.044
C -5.717 3.002 -1.512  -0.017
H -3.706 0.348 -0.725  0.065
H -4.979 -0.136 -1.897  0.098
H -5.348 0.580 -0.368  0.069
H -6.636 2.707 -2.093  0.111
H -5.437 4.056 -1.653  0.075
H -6.089 3.031 -0.491  0.075
C -3.302 2.387 4.235  0.002
C -3.205 1.409 3.063  -0.402
O -2.162 1.345 2.415  0.015
C -4.430 0.558 2.738  0.011
H -2.303 2.775 4.534  0.077
H -3.788 1.844 5.069  0.075
H -4.065 3.097 3.925  0.089
H -5.012 0.970 1.874  0.086
H -5.102 0.617 3.537  0.048
H -4.266 -0.533 2.577  0.076
C 0.779 5.763 3.028  -0.018
C -0.555 5.776 3.711  -0.497
O -1.578 6.210 3.230  0.052
C -0.481 5.121 5.066  -0.018
H 0.805 6.389 2.118  0.092
H 0.899 4.715 2.700  0.069
H 1.598 5.865 3.665  0.058
H 0.231 5.739 5.678  0.110
H -0.039 4.156 5.045  0.048
H -1.479 5.002 5.491  0.080
C 1.420 0.227 -4.636  0.001
C 2.633 -0.086 -5.449  -0.451
O 3.450 -0.895 -5.029  0.042
C 2.808 0.643 -6.792  0.011
H 0.550 0.433 -5.262  0.084
H 1.621 1.113 -4.088  0.050
H 1.191 -0.564 -3.960  0.055
H 2.960 1.695 -6.708  0.062
H 1.862 0.520 -7.286  0.069
H 3.620 0.208 -7.363  0.088
C 3.216 -1.015 -0.586  -0.012
C 3.959 -0.179 0.436  -0.417
O 3.330 0.561 1.179  0.047
C 5.486 -0.347 0.537  0.012
H 2.406 -0.467 -1.043  0.062
H 2.675 -1.863 -0.131  0.079
H 3.921 -1.429 -1.346  0.077
H 5.973 -0.349 -0.408  0.047
H 5.580 -1.354 0.910  0.090
H 6.020 0.362 1.206  0.079
C -2.801 5.825 -1.272  -0.008
C -1.630 5.193 -0.505  -0.456
O -0.538 5.749 -0.536  0.038
C -1.869 3.979 0.338  -0.012
H -3.521 6.195 -0.494  0.105
H -3.292 5.018 -1.794  0.038
H -2.439 6.568 -2.005  0.089
H -2.448 3.252 -0.223  0.053
H -2.516 4.185 1.207  0.101
H -0.951 3.582 0.666  0.057
C 6.323 -1.476 -3.671  -0.019
C 5.688 -2.854 -3.489  -0.474
O 5.304 -3.152 -2.381  0.039
C 5.533 -3.722 -4.744  0.003
H 5.632 -0.884 -4.257  0.048
H 7.321 -1.513 -4.104  0.083
H 6.482 -0.992 -2.711  0.062
H 5.120 -2.936 -5.414  0.075
H 4.852 -4.512 -4.495  0.070
H 6.498 -4.077 -5.108  0.088
C 3.870 4.320 -5.221  -0.015
C 3.448 3.241 -4.304  -0.513
O 2.296 3.111 -3.995  0.060
C 4.617 2.473 -3.840  -0.014
H 3.122 4.285 -5.951  0.056
H 4.761 4.057 -5.781  0.094
H 3.845 5.326 -4.823  0.095
H 5.314 3.182 -3.404  0.102
H 5.112 1.890 -4.587  0.085
H 4.391 1.731 -3.075  0.079
C 4.871 2.639 5.117  -0.009
C 5.170 1.356 4.390  -0.493
O 5.941 1.279 3.483  0.053
C 4.372 0.119 4.765  -0.006
H 5.025 2.633 6.169  0.075
H 3.801 2.854 5.087  0.077
H 5.367 3.467 4.638  0.075
H 4.322 -0.069 5.865  0.102
H 4.778 -0.795 4.257  0.097
H 3.391 0.251 4.350  0.048
C -5.759 -2.605 6.654  -0.008
C -6.729 -2.381 5.513  -0.519
O -6.672 -3.021 4.486  0.063
C -7.842 -1.449 5.681  -0.036
H -6.442 -2.698 7.518  0.091
H -4.978 -1.844 6.768  0.062
H -5.327 -3.619 6.368  0.101
H -8.256 -1.106 4.729  0.089
H -7.619 -0.569 6.291  0.088
H -8.678 -1.964 6.156  0.094
C 0.498 5.191 -4.857  -0.035
C -0.238 3.958 -5.378  -0.472
O 0.015 3.485 -6.469  0.044
C -1.434 3.455 -4.546  -0.013
H 0.788 5.040 -3.839  0.050
H -0.165 6.078 -5.090  0.110
H 1.407 5.432 -5.457  0.071
H -2.289 3.921 -4.994  0.082
H -1.413 3.620 -3.461  0.061
H -1.579 2.391 -4.702  0.068
C -2.293 -4.363 -0.644  0.002
C -3.041 -3.365 -1.446  -0.472
O -2.520 -2.474 -2.082  0.042
C -4.557 -3.513 -1.521  -0.011
H -1.258 -4.053 -0.388  0.073
H -2.154 -5.201 -1.339  0.106
H -2.805 -4.821 0.172  0.060
H -4.899 -2.758 -0.865  0.056
H -5.021 -4.443 -1.163  0.089
H -4.961 -3.275 -2.507  0.076
C 1.367 -4.339 2.897  -0.022
C 0.926 -5.106 4.118  -0.510
O 1.491 -6.149 4.376  0.055
C -0.102 -4.479 5.011  -0.022
H 0.709 -4.557 2.040  0.051
H 2.368 -4.662 2.750  0.074
H 1.438 -3.276 3.191  0.082
H -1.004 -4.320 4.422  0.045
H 0.080 -3.465 5.467  0.098
H -0.377 -5.164 5.808  0.082
C 2.168 -4.548 -8.885  -0.028
C 2.433 -3.315 -8.010  -0.451
O 3.559 -2.937 -7.695  0.045
C 1.163 -2.615 -7.510  -0.002
H 1.486 -5.232 -8.356  0.087
H 3.186 -4.981 -9.013  0.089
H 1.749 -4.328 -9.861  0.076
H 1.363 -1.560 -7.257  0.062
H 0.713 -3.140 -6.636  0.083
H 0.481 -2.733 -8.318  0.064
C 3.099 2.920 -0.578  -0.010
C 2.874 3.376 0.890  -0.459
O 1.714 3.338 1.259  0.024
C 4.006 3.830 1.738  0.014
H 2.907 3.830 -1.209  0.079
H 2.497 2.140 -0.960  0.044
H 4.147 2.613 -0.756  0.082
H 3.573 4.092 2.705  0.082
H 4.409 4.716 1.229  0.099
H 4.725 3.022 1.832  0.079
C 1.852 8.471 -0.777  -0.011
C 3.153 8.034 -1.398  -0.519
O 4.150 8.703 -1.461  0.071
C 3.269 6.640 -1.857  -0.024
H 1.211 9.092 -1.484  0.111
H 2.044 9.093 0.073  0.073
H 1.197 7.608 -0.522  0.061
H 2.819 6.000 -1.100  0.068
H 4.278 6.342 -1.961  0.081
H 2.535 6.551 -2.625  0.078
C 1.230 -2.680 -2.403  -0.012
C 1.446 -3.757 -1.310  -0.423
O 0.955 -3.676 -0.180  -0.001
C 2.311 -4.954 -1.645  -0.004
H 0.437 -1.986 -2.162  0.064
H 1.016 -3.203 -3.374  0.090
H 2.134 -2.102 -2.709  0.069
H 3.186 -4.547 -2.162  0.065
H 1.844 -5.732 -2.232  0.084
H 2.647 -5.471 -0.753  0.080
C -3.391 -2.937 4.145  -0.029
C -3.972 -3.484 2.836  -0.492
O -4.185 -2.771 1.920  0.074
C -4.362 -4.937 2.990  -0.022
H -3.437 -3.636 4.990  0.079
H -3.748 -2.038 4.635  0.042
H -2.345 -2.643 3.891  0.074
H -4.816 -5.402 2.119  0.078
H -5.160 -4.950 3.737  0.076
H -3.525 -5.537 3.344  0.063
C -2.075 -8.180 1.650  -0.029
C -1.147 -7.057 1.705  -0.463
O -1.259 -6.051 2.434  0.025
C 0.144 -7.135 0.903  -0.010
H -2.612 -8.360 0.667  0.115
H -2.851 -8.164 2.439  0.095
H -1.572 -9.126 1.670  0.078
H 0.060 -7.845 0.039  0.098
H 0.882 -7.576 1.593  0.102
H 0.491 -6.120 0.724  0.049
C -2.444 -1.367 -5.076  -0.014
C -2.035 -2.802 -5.144  -0.483
O -0.902 -3.169 -4.902  0.039
C -3.146 -3.821 -5.326  -0.004
H -1.535 -0.740 -5.146  0.073
H -2.911 -1.179 -4.079  0.089
H -3.118 -0.951 -5.793  0.071
H -3.584 -4.027 -4.352  0.069
H -2.748 -4.680 -5.798  0.066
H -3.960 -3.477 -5.979  0.087
C -2.807 0.878 8.015  -0.020
C -2.416 -0.165 7.011  -0.453
O -3.236 -0.488 6.148  0.005
C -1.042 -0.751 7.114  0.000
H -2.262 1.804 7.769  0.099
H -2.446 0.639 9.038  0.096
H -3.828 1.208 7.991  0.072
H -0.360 -0.552 6.236  0.086
H -1.058 -1.815 7.273  0.078
H -0.576 -0.304 7.975  0.078

Strongest force on any atom = 3.9 eV/A
E_HOMO = -8.99 eV
Frontier orbital gap = 9.273 eV